DFT (the ωB97M-V functional and the def2-TZVPD basis) results for a structure of composition C12H28IrN2O3.

ORCA input file:
```
! RIJCOSX wB97M-V def2-TZVPD def2/J DEFGRID3
* xyz 3 5
Ir -0.59 0.17 0.52
C -1.53 2.64 2.47
O -1.63 2.00 1.21
C -2.64 2.57 0.36
C -2.48 2.04 -1.06
O -2.20 0.64 -1.13
C -3.29 -0.28 -1.07
C -3.70 -0.65 0.36
O -2.55 -1.12 1.06
C -2.80 -1.56 2.38
H -1.21 3.68 2.36
H -2.49 2.64 2.99
H -0.80 2.10 3.07
H -3.63 2.32 0.79
H -2.56 3.66 0.34
H -3.37 2.28 -1.65
H -1.62 2.51 -1.54
H -4.16 0.11 -1.61
H -2.93 -1.18 -1.58
H -4.16 0.18 0.90
H -4.45 -1.46 0.31
H -3.39 -2.49 2.36
H -1.84 -1.78 2.85
H -3.36 -0.82 2.96
C 2.18 1.50 -0.69
C 2.74 0.49 0.31
N 2.93 -0.81 -0.29
C 4.26 -1.15 -0.74
C 4.55 -0.93 -2.22
C 1.91 -1.67 -0.40
C 2.15 -3.04 -0.92
N 0.69 -1.35 -0.02
H 2.21 2.50 -0.25
H 1.14 1.26 -0.97
H 2.77 1.53 -1.60
H 2.07 0.39 1.17
H 3.71 0.86 0.67
H 4.43 -2.23 -0.57
H 4.99 -0.61 -0.14
H 3.75 -1.28 -2.87
H 5.47 -1.42 -2.50
H 4.71 0.14 -2.41
H 2.79 -3.60 -0.23
H 2.63 -3.04 -1.89
H 1.22 -3.60 -1.01
H 0.08 -2.17 -0.08
*
```

Summary:
Gap between HOMO and LUMO (spin up / spin down), eV: 10.519 / 5.980
LUMO (spin up / spin down), eV: -9.9 / -14.4
⟨S²⟩: 6.041
HOMO (spin up / spin down), hartree: -0.749 / -0.749

DFT (the ωB97M-V functional and the def2-TZVPD basis) results for an isolated molecule of C2H2O3S.

ORCA input file:
```
! RIJCOSX wB97M-V def2-TZVPD def2/J DEFGRID3
* xyz 0 1
C 0.34 -0.78 0.95
C -1.06 0.59 -0.74
O 0.00 -0.14 -0.42
O 1.59 -0.81 0.95
O -0.59 -1.09 1.58
S 2.45 0.16 -0.22
H -1.42 1.56 -0.25
H -1.32 0.50 -1.84
*
```

Summary:
Gap between HOMO and LUMO (spin up / spin down), eV: 8.492 / 5.896
LUMO (spin up / spin down), eV: -0.8 / -2.4
ΔE to the lowest compared entry with this formula, charge and spin, kcal per mole: 114.03
HOMO (spin up / spin down), hartree: -0.341 / -0.303

DFT (the ωB97M-V functional and the def2-TZVPD basis) results for a structure of composition C12H10LaN3S5Sb.

ORCA input file:
```
! RIJCOSX wB97M-V def2-TZVPD def2/J DEFGRID3
* xyz 0 2
La -0.11 -1.88 2.09
S -2.03 -3.84 1.15
C -1.75 -3.03 -0.31
N -0.97 -2.01 -0.51
C -0.97 -1.65 -1.86
C -0.33 -0.52 -2.37
C -0.46 -0.24 -3.71
C -1.30 -0.95 -4.55
C -1.95 -2.07 -4.07
C -1.79 -2.39 -2.70
S -2.54 -3.61 -1.73
H 0.38 0.08 -1.81
H 0.10 0.59 -4.06
H -1.29 -0.65 -5.57
H -2.65 -2.60 -4.76
S 0.92 -0.01 5.61
Sb 0.45 -2.36 5.50
S 2.03 -2.13 3.73
S -1.65 -2.54 4.32
N 1.52 4.47 0.81
C 1.32 3.16 1.11
C 2.18 2.43 1.97
C 1.94 1.04 2.13
N 0.97 0.40 1.48
C 0.23 1.10 0.64
C 0.32 2.44 0.40
H 2.13 5.04 1.40
H 0.79 5.06 0.46
H 2.90 2.88 2.64
H 2.52 0.38 2.75
H -0.52 0.53 0.14
H -0.37 2.89 -0.30
*
```

Summary:
Gap between HOMO and LUMO (spin up / spin down), eV: 7.664 / 6.186
LUMO (spin up / spin down), eV: -0.2 / -1.6
ΔE to the lowest compared entry with this formula, charge and spin, kcal per mole: 0.00
⟨S²⟩: 0.756
HOMO (spin up / spin down), hartree: -0.287 / -0.285

DFT (the ωB97M-V functional and the def2-TZVPD basis) results for a structure of composition C26H46BrIrN3O3PS.

ORCA input file:
```
! RIJCOSX wB97M-V def2-TZVPD def2/J DEFGRID3
* xyz 1 6
Ir -0.01 1.38 -0.45
C 2.76 4.79 0.86
C 2.62 3.48 0.10
C 3.93 2.93 -0.42
O 1.97 2.47 0.91
C 1.71 3.82 -1.13
O 2.23 4.47 -2.01
O 0.47 3.39 -1.05
H 3.36 4.65 1.76
H 1.78 5.19 1.14
H 3.25 5.52 0.22
H 4.63 2.78 0.41
H 4.35 3.64 -1.13
H 3.77 1.97 -0.92
H 1.39 2.93 1.53
C 3.51 -0.91 1.23
C 2.49 -1.88 0.63
C 2.90 -3.33 0.90
C 2.45 -1.61 -0.88
P 0.80 -1.47 1.39
N 0.31 -0.11 0.67
C 0.92 -1.18 3.25
C -0.50 -1.13 3.81
C 1.55 0.21 3.48
C 1.73 -2.27 3.96
C -0.50 -2.77 0.99
C -0.38 -4.04 1.84
C -1.89 -2.12 1.16
C -0.34 -3.12 -0.50
H 4.45 -1.01 0.67
H 3.74 -1.14 2.27
H 3.18 0.13 1.15
H 3.91 -3.48 0.51
H 2.25 -4.05 0.41
H 2.93 -3.57 1.97
H 3.47 -1.56 -1.25
H 1.97 -0.66 -1.11
H 1.94 -2.40 -1.44
H -1.12 -0.39 3.29
H -0.44 -0.82 4.86
H -1.00 -2.10 3.79
H 1.10 0.95 2.83
H 2.62 0.22 3.34
H 1.35 0.50 4.52
H 1.34 -3.27 3.75
H 1.65 -2.11 5.04
H 2.78 -2.25 3.70
H -0.60 -3.86 2.89
H 0.61 -4.49 1.76
H -1.11 -4.77 1.47
H -2.22 -2.10 2.19
H -2.62 -2.71 0.59
H -1.90 -1.10 0.78
H 0.54 -3.72 -0.69
H -0.30 -2.21 -1.11
H -1.21 -3.70 -0.81
C -5.22 2.97 -0.68
N -4.62 1.72 -1.14
C -5.30 0.87 -2.12
C -4.25 -0.21 -2.43
N -3.23 0.05 -1.40
C -3.44 1.22 -0.79
S -2.41 1.95 0.36
H -5.47 3.59 -1.54
H -4.51 3.49 -0.05
H -6.12 2.77 -0.11
H -5.58 1.45 -3.00
H -6.21 0.45 -1.69
H -3.82 -0.10 -3.43
H -4.64 -1.22 -2.33
H -2.30 -0.31 -1.49
Br -2.00 0.55 -6.90
C -1.38 0.74 -5.13
C -0.69 -0.30 -4.54
C -0.26 -0.16 -3.23
C -0.51 1.00 -2.50
C -1.20 2.04 -3.13
C -1.64 1.92 -4.44
H -0.47 -1.20 -5.10
H 0.29 -0.99 -2.78
H -1.40 2.97 -2.61
H -2.15 2.74 -4.93
*
```

Summary:
Gap between HOMO and LUMO (spin up / spin down), eV: 7.957 / 6.090
LUMO (spin up / spin down), eV: -1.8 / -5.2
ΔE to the lowest compared entry with this formula, charge and spin, kcal per mole: 24.36
⟨S²⟩: 8.773
HOMO (spin up / spin down), hartree: -0.360 / -0.414